(1)
Computed, not measured: a cluster of 10 separate species, C23H58BrF9O14S2 in total at a distorted geometry, with the ωB97M-V functional and the def2-TZVPD basis.

Geometry as ORCA input:
```
! wB97M-V def2-TZVPD RIJCOSX def2/J DEFGRID3
* xyz 0 1
H 3.50 2.87 3.35
C -6.93 -0.43 -0.34
H 6.91 6.34 -5.68
H 8.54 3.34 2.82
H -4.70 -0.93 -0.91
O 3.87 0.47 -0.45
C -1.98 0.39 -0.73
C 6.90 2.01 -3.55
H 3.97 -1.47 -0.87
H -7.91 1.55 1.18
C 9.49 3.81 3.10
H 4.62 -2.55 1.05
C -1.95 -0.78 1.69
H -1.14 -0.50 2.52
H -5.92 -2.37 -0.99
H -6.47 1.42 -1.61
H -3.10 -2.61 -1.05
C -8.34 -4.86 -0.79
O 2.75 1.15 2.49
C -7.15 2.18 0.53
H 5.43 4.92 -4.65
H -0.32 -4.01 -0.61
H -7.76 2.90 -0.17
H 6.29 2.71 -2.97
H 3.75 1.01 0.35
H 4.05 2.18 -1.59
H -1.46 -9.65 -0.13
C -1.20 -0.72 0.22
H -2.94 -9.27 -1.07
O 3.87 -2.44 -0.86
H 6.67 5.57 3.34
H -4.40 -3.96 -0.80
C -2.53 -2.26 2.09
H -7.57 -0.63 -1.33
H 5.92 5.03 1.82
H 10.31 3.26 2.65
H -2.57 -0.26 -1.53
O -2.43 -4.49 -0.05
H -7.66 -0.60 0.55
O 7.22 0.88 -2.75
C -5.61 -1.42 -0.35
O -1.89 -7.65 -0.37
F -1.46 1.37 -2.97
O -4.15 -4.05 1.93
F -1.41 5.04 0.30
H -2.83 -0.02 1.82
H -8.84 -3.53 0.53
H -1.66 -3.91 -2.05
H 4.56 5.77 4.20
F 0.11 2.03 1.02
H 7.83 2.51 -3.84
H -2.84 0.96 -0.13
C -3.44 -3.45 -0.30
C -1.09 2.99 -1.12
H 10.35 5.54 2.88
H -1.08 -5.59 -1.30
C -0.98 1.42 -1.53
H 7.09 6.31 -3.90
H 6.37 0.46 -2.51
O 6.35 4.60 -4.75
H -1.22 -1.76 -0.32
F -0.18 3.75 -2.05
H -0.08 -0.46 0.44
H -7.89 -5.53 -0.06
C -1.34 -4.45 -1.04
H -7.76 -4.90 -1.72
O -6.56 -5.46 2.31
S -0.69 3.48 0.61
C -1.91 -8.98 -0.87
H 6.36 1.69 -4.44
Br -5.57 -0.63 2.66
H 9.58 3.82 4.19
O -6.35 -2.92 1.40
C 4.82 -2.95 0.05
H 3.31 2.90 1.57
H -2.41 -7.65 0.45
H 4.74 -4.04 0.08
F -2.20 3.00 1.27
F -2.50 3.42 -1.45
H -6.40 2.79 1.21
H -9.37 -5.16 -1.00
H 4.63 1.95 2.32
H -1.33 -9.02 -1.80
H 3.57 0.70 -2.47
H 8.22 5.40 -4.93
H 5.64 6.69 2.41
F -0.28 4.08 2.16
C 3.44 1.27 -1.54
F 0.80 4.17 0.03
O 9.49 5.14 2.61
F 0.44 0.91 -1.65
S -5.77 -4.12 2.49
O 4.65 5.20 3.42
C -5.21 -1.98 1.18
H -1.60 -3.00 2.13
C 3.59 2.29 2.43
O -6.10 -3.71 3.95
C 5.79 5.65 2.71
H -5.18 1.12 -0.27
H 2.39 1.52 -1.42
O -8.32 -3.53 -0.30
C 7.19 5.73 -4.82
C -3.79 -2.80 1.19
H 1.84 1.47 2.60
H 5.83 -2.67 -0.27
H -2.90 -2.17 3.23
C -6.36 1.12 -0.47
*
```

Electronic energy   -6233.00613 Ha
Frontier orbital gap   6.80 eV
HOMO level   -9.649 eV
E_LUMO   -2.8 eV

Atom charges from the Löwdin analysis, given in e for atoms 1 to 99: 0.074, -0.217, 0.075, 0.075, 0.101, -0.130, -0.076, -0.185, 0.030, 0.073, -0.169, 0.075, -0.182, 0.130, 0.129, 0.115, 0.112, -0.150, -0.132, -0.143, 0.090, 0.111, 0.078, 0.060, 0.049, 0.079, 0.076, -0.145, 0.076, -0.145, 0.070, 0.161, -0.109, 0.127, 0.082, 0.077, 0.131, -0.229, 0.099, -0.130, -0.149, -0.143, -0.019, -0.235, -0.196, 0.072, 0.091, 0.112, 0.086, -0.176, 0.078, 0.115, -0.116, -0.222, 0.082, 0.096, -0.179, 0.077, 0.066, -0.146, 0.094, 0.013, 0.116, 0.066, -0.110, 0.080, -0.319, 1.080, -0.160, 0.080, 0.787, 0.076, -0.324, -0.169, 0.077, 0.090, 0.075, -0.180, 0.018, 0.077, 0.077, 0.092, 0.081, 0.092, 0.082, 0.078, -0.176, -0.132, -0.202, -0.140, -0.011, 0.878, -0.142, -0.594, 0.150, -0.163, -0.340, -0.155, 0.080

(2)
Computed, not measured: a cluster of 9 separate species, C46H45N9O10 in total at a distorted geometry, with the ωB97M-V functional and the def2-TZVPD basis.

Geometry as ORCA input:
```
! wB97M-V def2-TZVPD RIJCOSX def2/J DEFGRID3
* xyz 0 1
C -2.51 3.42 -5.48
H -0.46 0.41 -6.65
H -0.82 0.46 0.21
H 0.76 2.62 -5.26
C -0.18 4.99 -0.13
H -4.31 1.30 -2.43
H -6.33 -0.65 -3.01
C 3.49 2.54 5.59
O 1.43 -0.10 0.86
C -0.56 2.79 -3.65
H -1.67 3.79 0.79
N -0.39 -5.67 1.90
H -2.42 -9.31 3.77
C -0.69 4.20 0.86
C -0.23 -1.83 5.96
H -2.35 0.71 -3.96
C -0.43 -0.57 -6.22
C -2.16 -8.26 3.86
H 1.12 -2.81 3.29
O -0.58 -6.00 0.71
C -0.16 -2.17 -4.70
N 1.16 -1.26 0.58
C -2.55 -7.51 5.00
C -0.60 -2.73 -5.88
C -4.41 0.52 -3.18
H -0.62 5.21 -1.09
H -1.98 -0.77 5.02
H -1.04 -4.55 4.18
C -0.86 -1.69 -6.78
C -3.27 0.21 -3.89
H -0.93 3.01 -6.95
C 1.85 5.09 1.10
H -1.61 -4.16 -1.48
H -3.06 -8.02 5.78
H 1.58 6.03 -0.85
H -3.39 -2.31 -1.69
H 2.72 2.01 3.50
C -2.47 -2.17 -1.17
C -1.54 -7.66 2.80
H -2.98 -1.37 -5.26
H -1.15 -1.87 -7.82
C 3.83 1.20 -0.31
C 0.03 3.84 2.01
H -3.77 3.66 -3.83
C 4.39 3.31 -1.47
H 3.49 0.21 -0.16
H 4.15 3.37 5.43
C -0.11 -1.56 -0.06
C 0.81 -2.44 5.31
N 2.81 1.62 -2.49
C 1.33 4.22 2.09
H -2.93 0.06 -0.82
H 0.08 -2.59 -3.75
H 2.13 -0.09 7.11
C -1.85 3.05 -3.26
O 3.79 5.30 2.27
N -2.18 3.04 -1.88
C 3.36 1.75 6.79
H -0.43 -1.84 7.03
C -1.37 -5.59 4.10
C -2.81 3.39 -4.15
C -1.12 -6.35 2.93
H -1.33 -8.26 1.86
N -3.58 -0.95 -4.58
H 0.28 2.65 -2.97
O -2.90 3.93 -1.51
O -1.61 2.30 -1.15
H 6.01 3.08 1.47
H -0.73 -3.82 -6.11
C 5.24 3.65 -0.46
C -1.04 -0.53 -0.17
C -4.83 -1.41 -4.31
C 5.34 2.82 0.63
H 4.17 3.93 -2.37
C -1.02 -1.24 4.95
H -2.25 -5.65 6.08
N 0.74 -2.19 3.97
C -2.07 -6.22 5.18
C -1.22 3.09 -5.91
H -0.79 -1.37 2.71
C -0.45 -1.51 3.71
C 1.16 5.42 -0.04
C -1.47 -3.18 -1.11
H 1.63 -3.02 5.71
C 2.80 1.85 4.56
C -0.29 -2.87 -0.50
C -2.24 -0.87 -0.73
O 0.38 -4.78 2.20
H 1.43 0.15 4.92
H 5.85 4.56 -0.62
H 4.87 0.94 1.60
H 3.74 1.92 7.85
O 1.93 -2.21 0.77
N -0.02 -0.81 -4.93
C -0.24 2.85 -4.98
H -3.29 3.62 -6.19
O 2.45 0.46 -2.45
C -5.36 -0.53 -3.38
H 0.53 -3.57 -0.35
C 2.54 0.69 6.50
H 0.48 -0.10 -4.43
N 3.25 5.57 1.22
O 3.69 6.29 0.33
O 2.51 2.42 -3.35
H 1.95 3.94 2.97
C 3.74 2.05 -1.40
C 4.67 1.61 0.75
H -5.33 -2.15 -4.92
N 2.16 0.79 5.20
H -0.48 3.18 2.68
*
```

Electronic energy   -3024.54307 Ha
Frontier orbital gap   7.01 eV
Relative energy (zero: lowest compared OMol25 entry of this formula, charge and spin)   0.0 kcal/mol
HOMO level   -7.912 eV
E_LUMO   -0.9 eV

Atom charges from the Löwdin analysis, given in e for atoms 1 to 99: -0.038, 0.098, 0.106, 0.101, -0.065, 0.086, 0.070, -0.087, 0.047, -0.006, 0.085, -0.323, 0.108, -0.083, -0.117, 0.080, -0.173, -0.070, 0.104, 0.065, -0.109, -0.326, -0.058, -0.120, -0.115, 0.097, 0.087, 0.110, -0.153, -0.114, 0.107, -0.133, 0.101, 0.096, 0.124, 0.087, 0.076, -0.032, -0.021, 0.112, 0.108, -0.004, -0.048, 0.119, -0.008, 0.082, 0.073, -0.161, -0.167, -0.331, -0.007, 0.125, 0.095, 0.096, -0.208, 0.068, -0.359, -0.119, 0.100, 0.036, -0.030, -0.161, 0.146, 0.029, 0.107, 0.095, 0.086, 0.120, 0.110, -0.104, -0.021, -0.131, -0.084, 0.131, -0.111, 0.106, 0.023, -0.049, -0.054, 0.089, -0.108, 0.009, -0.054, 0.117, -0.105, -0.025, -0.070, 0.063, 0.107, 0.128, 0.123, 0.107, 0.052, 0.047, -0.082, 0.111, 0.070, -0.104, 0.119

(3)
Computed, not measured: a structure of composition C21H44IrN4O3P at a distorted geometry, with the ωB97M-V functional and the def2-TZVPD basis.

Geometry as ORCA input:
```
! wB97M-V def2-TZVPD RIJCOSX def2/J DEFGRID3
* xyz 2 1
N -1.22 -1.82 0.34
H 4.64 -2.12 -1.02
H -3.26 -2.14 -0.02
H -2.00 -0.87 2.40
O 3.32 -0.91 0.02
C -2.18 2.57 2.85
H 4.31 2.88 2.04
H 3.07 -1.46 1.97
C -1.12 0.51 -4.44
H -1.36 -5.08 2.41
H -0.69 1.50 -4.57
H -3.05 1.49 -4.33
C 3.53 2.54 1.35
C -0.12 -3.90 1.09
N -1.96 -0.39 -1.69
H -3.20 -4.45 1.14
C 3.99 2.62 -0.07
C -0.24 -0.33 -3.49
H -1.15 0.04 -5.42
C -1.12 -1.22 -2.62
H 0.80 -2.35 -0.09
C 4.30 0.30 1.83
C -2.61 0.77 -2.39
H 2.74 3.93 -1.97
C -1.27 -4.04 2.08
H -3.19 -3.02 2.16
H -0.32 -4.50 0.19
H 1.44 2.74 -2.20
C 4.27 -1.09 -1.06
H -3.46 3.63 1.47
O 2.92 2.16 -0.92
O 3.17 1.16 1.61
H -3.40 0.15 2.67
C -2.39 0.13 2.26
C 3.87 -1.05 1.35
H 3.72 -0.93 -1.99
H -1.79 -1.81 -3.25
H -1.42 3.33 2.65
C -2.90 1.83 0.50
H 1.50 3.69 -0.69
H -0.55 1.18 2.41
C -2.38 -2.74 0.18
H -2.08 2.35 -0.01
H 4.71 -1.74 1.35
H 4.56 0.28 2.89
C 2.09 3.21 -1.47
H -4.19 2.21 2.16
N 0.05 0.52 -0.13
C -2.60 -3.59 1.43
H 0.81 -4.27 1.52
H -3.65 0.82 -2.07
H -1.33 0.89 3.97
H 0.48 -1.91 1.59
H -3.14 -0.25 -4.20
H 5.16 0.66 1.27
H 2.63 3.12 1.54
C -3.26 2.60 1.76
C -2.55 0.62 -3.90
H 0.46 -0.95 -4.05
H -1.05 -3.44 2.96
H -3.75 1.84 -0.17
Ir 1.76 0.52 0.00
H -2.21 -3.38 -0.69
H -2.13 1.71 -2.10
H 4.29 3.64 -0.33
C 0.07 -2.44 0.72
H -0.53 -1.92 -2.03
H 4.83 1.97 -0.27
N -2.50 0.41 0.79
H 0.34 0.31 -2.83
H 5.09 -0.39 -0.98
H -2.63 2.82 3.80
P -1.41 -0.31 -0.17
C -1.51 1.18 2.93
*
```

Electronic energy   -1716.36182 Ha
Frontier orbital gap (alpha / beta)   7.42 / 7.38 eV
Relative energy (zero: lowest compared OMol25 entry of this formula, charge and spin)   17.4 kcal/mol
HOMO level (alpha / beta)   -14.408 / -14.438 eV
E_LUMO (alpha / beta)   -7.0 / -7.1 eV

And the Löwdin charges, in e, turn out to be: -0.209, 0.113, 0.116, 0.098, -0.406, -0.170, 0.155, 0.136, -0.171, 0.118, 0.110, 0.126, -0.128, -0.176, -0.162, 0.123, -0.156, -0.178, 0.117, -0.177, 0.085, -0.139, -0.172, 0.111, -0.173, 0.108, 0.123, 0.088, -0.007, 0.125, -0.362, -0.279, 0.132, -0.170, -0.142, 0.101, 0.132, 0.109, -0.179, 0.101, 0.079, -0.169, 0.104, 0.154, 0.159, -0.034, 0.120, -0.336, -0.155, 0.121, 0.116, 0.119, 0.096, 0.120, 0.132, 0.141, -0.175, -0.173, 0.118, 0.113, 0.108, 1.428, 0.122, 0.108, 0.152, -0.224, 0.102, 0.125, -0.157, 0.062, 0.100, 0.117, 0.605, -0.169

(4)
Computed, not measured: a cluster of 2 separate species, C5H6 in total at a distorted geometry, with the ωB97M-V functional and the def2-TZVPD basis.

Geometry as ORCA input:
```
! wB97M-V def2-TZVPD RIJCOSX def2/J DEFGRID3
* xyz 0 1
H -0.13 1.73 0.58
C 1.56 -0.64 -1.34
C -0.26 1.76 1.62
H -0.88 1.64 3.77
H -1.44 -2.14 -1.56
C -0.73 1.65 2.72
H -1.64 -0.60 -0.69
C -0.88 -1.30 -1.20
H 1.65 -0.12 -2.17
H 2.38 -0.89 -0.63
C 0.37 -1.10 -1.11
*
```

Electronic energy   -193.93796 Ha
Frontier orbital gap   10.93 eV
Relative energy (zero: lowest compared OMol25 entry of this formula, charge and spin)   89.4 kcal/mol
HOMO level   -9.904 eV
E_LUMO   1.0 eV

And the Löwdin charges, in e, turn out to be: -0.006, 0.005, -0.003, 0.011, 0.050, -0.001, 0.092, -0.024, 0.007, 0.079, -0.209

(5)
Computed, not measured: the molecule C6H11BrSi at a distorted geometry, with the ωB97M-V functional and the def2-TZVPD basis.

Geometry as ORCA input:
```
! wB97M-V def2-TZVPD RIJCOSX def2/J DEFGRID3
* xyz 0 1
H -1.34 -1.83 1.18
Si 0.05 0.13 0.04
H -1.41 -0.43 2.00
C -1.35 -0.81 1.00
H 1.08 -0.52 -2.30
H 0.40 1.25 -2.24
H 2.47 -4.11 -0.80
H 1.93 -0.82 1.67
H -0.89 2.40 0.28
C 2.29 -3.02 -0.60
H 0.90 2.42 0.49
H -0.27 1.86 1.80
C -0.06 1.89 0.76
Br 3.24 0.65 0.21
H -0.71 -0.15 -2.44
C 2.01 -1.90 -0.27
C 1.74 -0.63 0.54
C 0.17 0.18 -1.90
H -2.30 -0.67 0.48
*
```

Electronic energy   -3098.65128 Ha
Frontier orbital gap   10.44 eV
Relative energy (zero: lowest compared OMol25 entry of this formula, charge and spin)   51.9 kcal/mol
HOMO level   -9.757 eV
E_LUMO   0.7 eV

And the Löwdin charges, in e, turn out to be: -0.005, 0.526, 0.015, -0.161, 0.074, 0.045, 0.062, 0.082, 0.028, 0.085, 0.022, 0.004, -0.201, 0.602, 0.000, -0.281, -0.733, -0.191, 0.026

Q: electronic energy of number 5 (C6H11BrSi)?
A: -3098.65128 Ha